1.
10
Properties=species:S:1:pos:R:3:forces:R:3:nbo_charge:R:1 method="wB97M-V/def2-TZVPD" charge=0 homo_lumo_gap_ev=10.69 e_lumo_ev=-0.07
O 0.844 1.905 -0.188 -0.988 1.087 0.010 -0.53
O 0.948 -0.365 -0.438 -1.846 -1.088 0.044 -0.51
N -1.110 -0.307 2.154 -0.631 0.257 2.197 -0.24
C 1.401 0.903 -0.412 3.581 -1.938 0.047 0.67
C -1.134 -1.059 -1.364 1.016 0.384 -0.321 -0.33
C -0.441 -0.694 -0.260 0.487 0.142 -2.787 0.15
C -0.881 -0.561 1.075 0.334 -0.174 -1.520 0.21
H -2.188 -1.387 -1.348 0.810 0.283 0.198 0.23
H 2.552 0.673 -0.567 -1.808 1.248 0.104 0.12
H -0.604 -1.000 -2.392 -0.953 -0.200 2.028 0.24

---

2.
54
Properties=species:S:1:pos:R:3:forces:R:3:nbo_charge:R:1 method="wB97M-V/def2-TZVPD" charge=+1 homo_lumo_gap_ev=9.03 e_lumo_ev=-2.53
I 2.019 1.144 -0.397 -0.064 0.041 -0.087 0.07
I -1.203 -1.175 2.314 -0.057 -0.111 -0.019 0.10
O 5.943 -1.760 1.625 0.225 0.164 -0.660 -0.49
O 4.993 -3.058 6.247 -0.125 -0.362 0.764 -0.48
N -2.532 0.149 -3.693 0.225 -0.319 -0.055 -0.21
C 6.317 -1.512 5.065 0.453 0.438 -0.222 -0.23
C 1.860 -1.157 2.747 0.236 -0.127 -0.108 -0.06
C -1.518 1.226 -3.367 -0.040 0.138 0.147 -0.22
C 3.916 -1.884 4.500 -0.177 0.020 0.017 -0.13
C -2.952 -0.448 -2.354 0.015 -0.013 0.179 -0.22
C 1.331 1.677 2.521 0.207 0.018 -0.229 -0.65
C 5.065 -2.238 5.377 -0.072 0.253 -0.381 0.51
C -4.408 1.919 -3.990 -0.228 0.027 0.181 -0.43
C 2.601 -1.935 4.931 -0.033 0.120 -0.636 -0.15
C -5.339 1.741 -2.791 0.112 0.021 0.023 -0.62
C -2.352 0.438 -1.260 0.065 -0.001 0.033 -0.43
C 0.867 0.788 1.387 -0.286 -0.347 0.484 -0.30
C 4.207 -1.497 3.197 -0.523 0.143 -0.234 -0.04
C 3.193 -1.140 2.320 0.065 -0.263 0.317 -0.21
C 1.585 -1.568 4.044 0.206 -0.053 0.390 -0.19
C -3.699 0.672 -4.497 -0.063 0.251 -0.126 -0.20
C -1.864 1.702 -1.970 -0.126 0.130 0.106 -0.43
C 6.598 -1.139 3.817 -0.253 -0.087 0.383 -0.23
C 0.818 -0.729 1.732 0.356 0.426 0.062 -0.34
C -1.879 -0.914 -4.523 -0.066 0.119 0.043 -0.40
C 5.628 -1.483 2.751 -0.101 0.049 0.321 0.50
H 2.368 -2.250 5.933 -0.008 -0.086 0.160 0.24
H 0.978 -1.302 0.829 -0.184 -0.174 -0.133 0.24
H 6.998 -1.295 5.874 0.089 -0.224 0.188 0.24
H 1.090 2.708 2.282 0.000 0.152 0.109 0.23
H -4.807 1.517 -1.867 -0.024 0.000 -0.005 0.20
H -6.065 0.947 -2.973 -0.001 -0.011 0.014 0.22
H -0.137 1.092 1.125 -0.052 0.070 -0.358 0.22
H 3.469 -0.856 1.316 -0.043 -0.022 -0.133 0.24
H 7.500 -0.610 3.560 0.248 -0.090 -0.169 0.24
H -1.519 -0.079 -0.783 0.002 0.010 -0.033 0.23
H -3.699 2.727 -3.808 0.043 -0.019 -0.056 0.21
H 0.833 1.385 3.442 -0.182 0.017 0.136 0.23
H -1.052 -1.336 -3.959 0.007 -0.019 -0.001 0.23
H -2.642 2.465 -1.986 -0.005 -0.028 -0.053 0.22
H -2.555 -1.458 -2.302 -0.035 -0.025 -0.068 0.23
H -5.895 2.661 -2.617 -0.020 -0.005 -0.022 0.24
H -1.555 1.995 -4.135 0.019 -0.046 -0.055 0.24
H -4.396 -0.160 -4.593 0.001 -0.021 0.029 0.22
H -2.615 -1.683 -4.744 0.016 -0.014 -0.038 0.23
H -5.015 2.262 -4.830 0.053 -0.058 -0.067 0.24
H -1.000 2.139 -1.476 0.099 -0.026 -0.049 0.26
H -3.293 0.883 -5.486 0.046 -0.049 0.011 0.22
H -4.035 -0.510 -2.329 -0.008 0.064 -0.054 0.23
H 2.401 1.603 2.686 0.128 -0.035 0.039 0.23
H 0.569 -1.620 4.402 -0.132 0.057 -0.037 0.23
H -3.073 0.662 -0.476 -0.019 -0.041 -0.010 0.25
H -0.536 0.756 -3.375 0.006 -0.020 -0.020 0.23
H -1.514 -0.463 -5.442 0.010 -0.031 -0.020 0.23

---

3.
131
Properties=species:S:1:pos:R:3:forces:R:3:mulliken_charge:R:1 method="wB97M-V/def2-TZVPD" charge=+1 homo_lumo_gap_ev=2.21 e_lumo_ev=-7.93
Tl 6.503 -1.375 2.086 -0.266 -0.045 0.070 0.98
O -0.730 8.075 2.102 -0.713 0.357 3.050 -0.33
O 2.789 -7.738 0.757 1.181 1.298 0.473 -0.36
O -5.589 -4.297 -2.480 -1.689 -1.420 0.985 -0.36
O 3.383 3.744 6.087 1.429 -2.873 -2.055 -0.36
O 1.883 -1.088 -6.040 0.544 0.300 0.976 -0.35
O 4.687 7.615 -3.316 0.256 -2.666 -1.391 -0.61
O 3.623 -2.632 5.723 -3.127 0.078 0.669 -0.43
O -4.741 1.655 -6.579 4.822 1.830 -0.426 -0.63
O 3.930 5.497 -3.394 0.508 0.377 0.316 -0.30
O -3.395 1.628 4.063 0.551 0.374 -0.531 -0.35
O -6.832 -6.725 3.385 3.689 1.306 -0.175 -0.60
O -4.824 -0.054 3.546 2.131 1.326 1.352 -0.64
O -0.211 -1.915 -6.270 3.884 -1.001 0.617 -0.61
O 2.413 -0.881 -0.298 -3.090 0.786 -0.128 -0.49
O -4.836 -6.890 2.335 -0.422 0.093 -0.098 -0.33
O 4.161 -5.909 0.787 -1.784 -1.558 -1.186 -0.64
O -3.486 -4.641 -2.968 0.172 0.453 -0.101 -0.62
O -0.210 10.127 1.612 -0.746 -1.270 -1.079 -0.61
O -2.861 2.695 -5.695 -0.923 -0.681 -0.116 -0.35
O 4.199 2.964 4.083 -0.951 1.213 1.654 -0.64
C 3.714 3.862 4.762 0.727 -1.245 -1.228 0.53
C -1.054 6.853 1.569 0.444 -1.325 -0.226 -0.31
C -1.634 3.178 -7.590 0.028 -0.883 -1.459 -0.56
C 0.808 0.862 0.428 0.461 -0.399 -0.141 -1.16
C 0.994 -2.126 -6.046 -2.461 0.458 -0.417 0.51
C -6.489 -3.249 -2.104 1.090 1.159 -0.548 -0.38
C 3.390 -6.653 0.179 1.600 0.051 1.111 0.56
C 1.037 -0.497 -0.335 1.586 -0.481 1.528 0.69
C -2.782 2.173 -7.985 1.071 0.874 -0.032 -0.35
C -2.536 1.987 5.160 0.062 0.533 0.072 -0.29
C -0.518 9.013 1.218 1.757 3.676 0.147 0.55
C -3.836 0.113 5.794 -0.615 0.441 0.044 -0.35
C -3.437 -5.506 3.619 0.182 -0.248 0.482 -0.36
C 1.771 -3.427 -5.693 -0.403 0.430 0.527 -0.35
C 3.192 5.977 5.638 -0.015 2.258 -1.724 -0.50
C 3.209 -2.980 -5.671 1.548 0.672 0.093 -0.51
C -1.528 3.057 -6.077 -0.589 0.494 -0.939 -0.25
C -3.152 1.345 6.383 0.787 -0.846 0.885 -0.47
C -3.619 -6.180 2.306 1.328 -0.106 -0.991 -0.29
C -5.651 -6.355 3.267 -3.333 -1.006 0.725 0.52
C 1.944 -8.462 -0.131 0.188 0.109 -0.266 -0.36
C 0.067 -1.645 0.039 0.727 -0.100 0.653 -1.09
C -4.397 -3.862 -2.853 0.830 -1.585 -0.574 0.55
C -5.550 -2.045 -2.108 -0.627 1.547 0.345 -0.56
C 5.736 5.946 -4.795 1.371 0.561 0.122 -0.35
C 3.437 5.279 4.317 0.342 -0.488 -0.146 -0.19
C 4.357 4.269 -3.946 -0.387 -1.023 -0.934 -0.37
C -3.567 2.106 -6.740 -4.022 -1.262 2.280 0.52
C 2.959 -6.589 -1.266 -0.199 0.938 0.255 -0.23
C 5.184 4.636 -5.215 -1.617 -0.630 -0.036 -0.46
C -4.048 0.504 4.324 -2.743 -2.002 -0.444 0.52
C -0.450 6.999 0.207 0.508 -2.643 -2.387 -0.51
C -4.466 -2.417 -3.085 0.755 1.089 -0.053 -0.23
C 3.192 -1.437 -5.436 -1.064 -1.415 -1.504 -0.29
C 1.814 -7.571 -1.376 -0.456 0.179 -0.266 -0.44
C 1.246 -1.745 5.840 1.086 0.422 -0.008 -0.99
C 2.274 -2.872 6.073 1.943 -1.073 -1.877 0.52
C 4.767 6.484 -3.800 -0.717 3.063 1.866 0.48
C 1.809 -4.264 5.551 -0.233 0.156 0.423 -1.11
C 2.795 4.876 6.561 -0.851 1.826 1.225 -0.30
C -0.474 8.435 -0.176 -0.874 0.847 0.092 -0.40
C -4.860 -5.300 4.061 -0.765 0.246 0.255 -0.44
H 2.593 -5.569 -1.385 0.144 0.098 -0.284 0.12
H -0.991 -1.447 0.212 -0.003 0.712 -0.690 0.37
H -6.977 -3.400 -1.141 0.137 -0.473 -0.205 0.30
H 4.060 6.607 5.834 0.051 -0.362 0.776 0.26
H 0.899 -6.979 -1.356 -0.215 -0.404 -0.075 0.23
H -7.208 -3.065 -2.902 -0.268 -0.512 0.092 0.28
H -3.571 -5.422 1.524 -0.443 -0.313 -0.493 0.17
H 2.432 -9.401 -0.393 -0.058 -0.097 0.210 0.23
H -0.892 6.298 -0.501 -0.305 0.227 -0.238 0.38
H 0.988 0.761 1.498 -0.175 -0.422 0.087 0.28
H 0.724 -4.367 5.566 -0.150 0.256 0.286 0.33
H 0.904 -1.928 4.821 -0.305 0.526 -0.044 0.19
H 1.482 -3.733 -4.688 -0.320 0.172 0.130 0.15
H 0.391 8.822 -0.715 0.031 -0.201 0.203 0.27
H -1.258 4.039 -5.690 -0.251 -0.169 0.502 0.26
H 1.896 -8.094 -2.328 -0.387 -0.263 0.256 0.31
H -2.368 1.203 -8.261 -0.201 -0.085 0.083 0.24
H -1.529 1.609 4.982 0.003 -0.188 -0.188 0.17
H -2.389 0.997 7.080 0.271 0.230 -0.038 0.27
H -4.687 -2.194 -4.129 -0.168 -0.141 -0.045 0.23
H -0.566 6.067 2.145 0.229 0.032 0.068 0.20
H -0.814 2.313 -5.723 -0.093 -0.128 -0.110 0.23
H -0.212 1.210 0.260 0.083 0.031 -0.053 0.37
H 1.582 -4.311 -6.301 -0.214 0.458 -0.353 0.35
H 0.749 -0.259 -1.359 0.394 0.345 -0.902 0.15
H 6.659 5.772 -4.243 0.289 0.363 0.037 0.22
H 2.387 6.673 5.404 -0.113 0.159 0.760 0.29
H 3.853 -3.436 -4.919 -0.319 -0.269 0.186 0.34
H 5.919 6.655 -5.603 0.064 -0.021 0.202 0.32
H -4.794 -0.061 6.285 -0.130 -0.064 -0.372 0.26
H 0.359 -1.990 1.031 0.414 -0.417 -0.024 0.24
H -2.114 6.619 1.674 -0.259 0.393 -0.534 0.27
H -2.867 -4.589 3.470 0.102 -0.122 0.438 0.31
H 1.544 1.603 0.115 -0.192 0.007 -0.349 0.32
H 4.525 4.877 -6.049 -0.252 -0.592 -0.102 0.24
H 1.060 -8.637 0.481 -0.255 -0.163 -0.640 0.30
H -3.489 2.503 -8.746 0.394 0.049 -0.223 0.27
H 3.130 4.986 7.592 -0.335 0.239 -0.003 0.32
H 2.195 -5.069 6.176 0.200 0.033 -0.178 0.32
H -3.288 -0.822 5.911 0.255 0.142 -0.239 0.25
H -1.868 4.179 -7.954 -0.224 0.090 0.455 0.28
H 3.728 -3.185 -6.608 -0.250 0.080 -0.203 0.26
H 2.584 5.355 3.644 -0.124 -0.412 0.049 0.09
H 1.710 4.807 6.484 -0.182 -0.312 0.468 0.21
H -3.785 1.978 7.005 -0.317 0.103 -0.566 0.29
H -2.916 -6.259 4.211 0.078 0.547 0.679 0.23
H -5.226 -4.317 3.764 -0.117 0.057 -0.186 0.20
H -0.693 2.934 -8.084 0.000 -0.186 0.012 0.34
H 0.177 -2.435 -0.703 -0.073 -0.128 0.239 0.27
H 4.284 5.649 3.739 0.047 -0.056 0.165 0.29
H -2.462 3.075 5.182 -0.220 -0.074 0.022 0.33
H -1.345 8.716 -0.768 -0.184 0.115 0.198 0.25
H 3.434 3.700 -4.061 0.107 -0.098 -0.647 0.28
H 2.075 -4.443 4.509 0.419 0.233 0.074 0.34
H 3.313 -1.163 -4.388 -0.715 0.130 0.040 0.21
H 2.294 -2.909 7.162 0.390 -0.177 1.044 0.20
H 1.800 -0.817 5.976 -0.143 0.188 -0.490 0.34
H -6.124 -1.155 -2.367 0.200 0.123 -0.117 0.34
H -2.800 -6.888 2.181 -0.202 -0.094 -0.524 0.28
H -5.031 -5.343 5.136 -0.110 -0.337 -0.128 0.31
H 0.599 6.707 0.163 0.128 -0.231 0.699 0.23
H 3.745 -6.739 -2.006 0.258 -0.084 0.423 0.30
H 0.437 -1.698 6.569 -0.047 -0.559 -0.177 0.37
H 3.973 -0.930 -6.002 -0.249 0.034 -0.078 0.27
H 5.885 3.857 -5.516 0.022 0.205 0.117 0.34
H -3.493 -1.979 -2.863 -0.113 0.130 -0.059 0.21
H -5.066 -1.812 -1.159 -0.267 -0.347 0.301 0.23
H 4.950 3.652 -3.271 0.336 0.450 0.449 0.22

---

4.
50
Properties=species:S:1:pos:R:3:forces:R:3:nbo_charge:R:1 method="wB97M-V/def2-TZVPD" charge=0 multiplicity=4 homo_lumo_gap_ev="3.76 / 7.68" e_lumo_ev="0.21 / 0.09"
Ti 0.026 0.277 0.217 0.222 0.530 -0.448 0.67
Cl -1.185 1.649 -2.019 0.561 -0.349 0.632 -0.85
S -1.149 -2.982 -0.973 0.188 -0.971 -1.337 2.30
S 2.447 3.154 0.158 0.443 1.868 -1.181 2.35
O -2.534 -3.768 -0.519 2.030 3.145 0.787 -0.70
O 1.266 -0.898 2.052 -2.388 3.224 -0.230 -0.72
O 1.527 2.075 0.379 0.522 0.081 0.321 -0.95
O 1.677 -0.433 -1.473 -1.945 -1.028 0.821 -0.73
O -1.238 1.372 2.030 0.037 0.060 -0.520 -0.74
O -0.984 -1.817 -0.110 -0.557 -1.762 -1.044 -0.90
O -1.090 -2.880 -2.448 -0.195 -0.127 3.159 -0.89
O 1.815 4.520 0.785 2.690 -0.995 0.298 -0.70
O 3.841 3.068 0.573 -2.166 0.106 -0.493 -0.89
C 0.007 -4.330 -0.432 -0.155 1.015 -0.621 -0.84
C 3.007 -0.178 -1.703 0.928 0.635 -0.353 -0.23
C -4.470 -4.112 -2.023 0.389 -0.342 0.694 -0.63
C -3.176 -4.650 -1.368 -1.166 -1.547 -1.250 -0.07
C -2.332 0.489 2.274 0.353 -0.172 0.519 -0.25
C 2.252 -1.795 1.957 1.722 -2.273 -0.142 -0.22
C 2.295 3.746 -1.577 1.006 -1.113 0.988 -0.84
C 0.437 4.598 0.808 -2.240 1.328 1.696 -0.08
C 0.038 5.757 1.752 -0.436 -0.052 -0.298 -0.62
H -5.248 -4.026 -1.264 0.058 0.362 0.046 0.21
H 2.969 4.599 -1.665 -0.201 0.012 0.096 0.24
H -2.055 0.029 3.223 -0.770 -0.452 0.189 0.16
H 1.022 -3.941 -0.516 -0.080 0.162 0.083 0.25
H 0.028 4.841 -0.172 -0.115 -0.720 -0.114 0.19
H -1.032 5.964 1.740 -0.283 -0.505 -0.402 0.22
H -4.306 -3.159 -2.525 0.036 -0.064 0.072 0.23
H -4.864 -4.836 -2.736 0.270 -0.043 -0.139 0.22
H 0.073 3.709 1.323 -0.480 -0.247 -0.911 0.19
H 2.703 2.919 -2.158 -0.335 0.129 -0.305 0.23
H 0.436 6.718 1.426 0.617 -0.134 0.370 0.22
H 1.240 -0.447 -2.328 -0.538 0.116 -0.053 0.50
H 3.528 0.000 -0.763 -0.094 0.054 0.000 0.19
H -1.539 2.164 2.482 0.635 0.465 -0.287 0.47
H -3.366 -5.473 -0.680 -0.526 -0.289 -0.289 0.19
H -2.516 -5.062 -2.132 0.236 0.281 -0.122 0.19
H 3.475 -1.015 -2.222 0.277 0.047 -0.131 0.17
H 1.250 3.965 -1.797 0.131 -0.261 0.033 0.27
H -0.087 -5.136 -1.160 -0.254 0.036 0.117 0.25
H 2.906 -1.744 2.827 0.158 -0.425 0.094 0.17
H 0.212 5.486 2.793 0.644 0.359 -0.051 0.21
H 2.884 -1.652 1.081 -0.214 0.366 -0.122 0.18
H -0.204 -4.656 0.586 -0.176 0.216 -0.166 0.25
H -3.235 1.097 2.340 -0.293 -0.388 0.043 0.17
H 1.756 -2.759 1.837 0.639 -0.741 0.206 0.15
H 0.890 -0.901 2.936 -0.095 0.081 -0.068 0.48
H -2.404 -0.273 1.498 0.008 0.225 -0.049 0.21
H 3.007 0.724 -2.315 0.898 0.095 -0.137 0.16